C4H8N2O in the gas phase, computed with ωB97M-V/def2-TZVPD.

Total charge ... 0
ΔE to the lowest compared entry with this formula, charge and spin ... 1.8021 eV
SMILES ... CN[C@H](C#N)CO
E_tot ... -9304.5911 eV
E_HOMO ... -10.234 eV
LUMO ... 0.79 eV

Last column: Mulliken charge in e.
Element x y z (Å)
1 C 0.271 -1.705 1.149  -0.89
2 N -0.516 -0.874 0.235  -0.37
3 C 0.187 0.342 -0.130  0.21
4 C 0.417 1.278 0.997  0.20
5 N 0.520 2.062 1.840  -0.45
6 C -0.494 1.161 -1.234  -0.70
7 O -0.747 0.406 -2.386  -0.51
8 H 0.596 -1.168 2.056  0.31
9 H -0.311 -2.582 1.448  0.32
10 H 1.169 -2.059 0.629  0.30
11 H -1.410 -0.650 0.665  0.26
12 H 1.164 0.032 -0.523  0.29
13 H 0.222 1.962 -1.458  0.34
14 H -1.406 1.653 -0.861  0.32
15 H -0.881 -0.512 -2.114  0.36